# 1
Here is a molecular structure, C53H46Cl3I2N3O2SSbSn from the Open Molecules 2025 dataset. Energies are from wB97M-V/def2-TZVPD.

Calculated total energy   -141222.918 eV
LUMO   -8.39 eV
Energy relative to the best compared isomer or geometry (same formula, charge and spin)   0.0000 eV
Net charge   +3
Orbital gap   5.69 eV
Highest occupied orbital energy   -14.08 eV

Cartesian coordinates (Å):
Sn  1.07  0.31  -0.15
C  2.47  3.01  -3.06
C  2.71  3.74  -1.74
C  3.86  4.74  -1.86
C  2.97  2.78  -0.60
C  3.95  1.78  -0.67
C  4.21  0.95  0.41
C  3.49  1.05  1.60
C  3.78  0.14  2.77
C  2.50  2.03  1.67
C  2.26  2.89  0.60
H  2.16  3.72  -3.83
H  1.69  2.25  -2.97
H  3.38  2.52  -3.42
H  1.81  4.30  -1.49
H  4.80  4.23  -2.09
H  4.00  5.30  -0.93
H  3.66  5.45  -2.66
H  4.53  1.67  -1.58
H  5.00  0.21  0.32
H  4.81  -0.23  2.73
H  3.12  -0.72  2.78
H  3.65  0.67  3.71
H  1.95  2.15  2.59
H  1.54  3.69  0.72
I  -1.89  -4.08  -1.41
C  -2.50  -2.10  -1.29
C  -3.87  -1.77  -1.21
C  -4.27  -0.47  -1.11
I  -6.30  -0.05  -1.05
C  -3.28  0.56  -1.02
C  -3.59  1.93  -0.87
C  -2.59  2.86  -0.75
C  -1.27  2.42  -0.69
N  -0.94  1.15  -0.83
C  -1.92  0.21  -1.06
C  -1.53  -1.14  -1.27
O  -0.18  -1.41  -1.45
H  -4.60  -2.57  -1.24
H  -4.63  2.24  -0.87
H  -2.81  3.92  -0.65
H  -0.46  3.12  -0.51
C  -1.36  -5.23  -6.53
C  -1.65  -3.87  -6.59
C  -1.17  -3.01  -5.61
C  -0.41  -3.55  -4.57
C  -0.12  -4.91  -4.49
C  -0.60  -5.75  -5.49
Sb  0.45  -2.27  -3.17
C  2.25  -3.04  -2.51
C  2.59  -3.14  -1.16
C  3.83  -3.66  -0.81
C  4.71  -4.08  -1.80
C  4.36  -3.99  -3.14
C  3.13  -3.48  -3.51
C  0.58  -0.44  -4.17
C  -0.53  0.39  -4.33
C  -0.43  1.50  -5.14
C  0.75  1.79  -5.81
C  1.86  0.96  -5.65
C  1.78  -0.16  -4.83
H  -1.73  -5.89  -7.30
H  -2.24  -3.48  -7.40
H  -1.37  -1.95  -5.67
H  0.46  -5.32  -3.67
H  -0.37  -6.81  -5.46
H  1.89  -2.85  -0.39
H  4.10  -3.75  0.23
H  5.68  -4.48  -1.52
H  5.05  -4.34  -3.90
H  2.86  -3.45  -4.56
H  -1.47  0.16  -3.85
H  -1.30  2.14  -5.28
H  0.82  2.65  -6.45
H  2.78  1.19  -6.17
H  2.65  -0.79  -4.71
Cl  -0.45  5.77  2.15
C  -1.06  4.40  3.02
C  -0.24  3.70  3.89
C  -0.75  2.58  4.53
C  -2.05  2.14  4.33
C  -2.50  0.85  4.99
C  -2.84  -0.25  3.98
N  -1.69  -0.60  3.13
C  -0.83  -1.66  3.31
C  0.08  -1.59  2.30
N  -0.22  -0.49  1.51
C  -1.29  0.08  2.06
O  -3.63  1.03  5.79
C  -3.47  0.65  7.17
C  -3.01  -0.77  7.33
C  -3.75  -1.87  6.98
Cl  -5.33  -1.87  6.33
S  -2.92  -3.35  7.25
C  -1.56  -2.51  7.86
C  -1.74  -1.17  7.85
C  -2.86  2.89  3.47
Cl  -4.51  2.46  3.17
C  -2.38  4.02  2.82
H  0.77  4.05  4.08
H  -0.12  2.04  5.22
H  -1.65  0.49  5.58
H  -3.65  0.05  3.33
H  -3.14  -1.15  4.51
H  -0.95  -2.35  4.13
H  0.91  -2.24  2.10
H  -1.79  0.97  1.71
H  -4.45  0.81  7.62
H  -2.76  1.32  7.65
H  -0.71  -3.06  8.24
H  -1.01  -0.46  8.23
H  -3.03  4.60  2.19



# 2
Here is a molecular structure, C53H47Br2FIN2O4SSbSiY in a non-equilibrium geometry from the Open Molecules 2025 dataset. Energies are from wB97M-V/def2-TZVPD.

Calculated total energy   -244091.749 eV
LUMO   -2.30 eV
Energy relative to the best compared isomer or geometry (same formula, charge and spin)   2.5856 eV
Net charge   +1
Orbital gap   6.40 eV
Highest occupied orbital energy   -8.71 eV

Cartesian coordinates (Å):
Y  -0.50  -0.56  0.08
Br  1.38  0.42  2.53
C  0.11  1.74  3.18
Br  -0.45  2.89  1.74
H  0.62  2.33  3.93
H  -0.75  1.20  3.57
C  -6.74  1.92  -3.58
C  -5.72  3.05  -3.51
C  -5.48  3.65  -4.88
C  -4.51  4.82  -4.79
C  -3.24  4.39  -4.11
C  -2.06  5.05  -4.37
C  -0.88  4.63  -3.76
F  0.26  5.31  -4.03
C  -0.84  3.57  -2.91
C  -2.03  2.89  -2.63
C  -1.99  1.76  -1.71
O  -0.89  1.36  -1.25
C  -3.25  1.16  -1.42
C  -4.37  1.58  -2.07
N  -4.41  2.60  -2.94
C  -3.23  3.30  -3.22
C  -3.31  0.01  -0.46
O  -4.00  -0.98  -0.71
O  -2.53  0.16  0.57
H  -7.60  2.28  -4.13
H  -7.09  1.61  -2.60
H  -6.33  1.06  -4.10
H  -6.10  3.84  -2.85
H  -6.43  3.98  -5.29
H  -5.08  2.88  -5.55
H  -4.98  5.63  -4.21
H  -4.29  5.23  -5.77
H  -2.03  5.88  -5.05
H  0.08  3.24  -2.44
H  -5.30  1.06  -1.88
C  -1.64  -0.09  5.97
C  -2.50  0.01  4.89
C  -2.30  -0.79  3.77
C  -1.26  -1.73  3.71
C  -0.41  -1.81  4.82
C  -0.59  -0.99  5.93
Si  -0.97  -2.71  2.12
C  0.47  -3.91  2.45
C  1.77  -3.57  2.06
C  2.84  -4.45  2.21
C  2.62  -5.70  2.77
C  1.35  -6.06  3.17
C  0.28  -5.18  3.01
C  -2.49  -3.81  1.87
C  -3.68  -3.69  2.60
C  -4.78  -4.49  2.33
C  -4.72  -5.46  1.34
C  -3.54  -5.62  0.62
C  -2.45  -4.81  0.88
H  -1.79  0.54  6.84
H  -3.33  0.71  4.91
H  -2.96  -0.68  2.92
H  0.41  -2.52  4.81
H  0.08  -1.08  6.78
H  1.94  -2.60  1.59
H  3.83  -4.17  1.88
H  3.45  -6.39  2.88
H  1.18  -7.04  3.61
H  -0.71  -5.49  3.32
H  -3.74  -2.96  3.39
H  -5.68  -4.37  2.91
H  -5.57  -6.09  1.14
H  -3.48  -6.40  -0.13
H  -1.54  -4.96  0.32
N  -2.55  -3.12  -1.96
C  -1.33  -2.69  -2.17
O  -1.00  -1.53  -1.77
C  -0.31  -3.53  -2.86
I  0.93  -4.36  -1.34
H  -3.20  -2.53  -1.43
H  -2.82  -4.06  -2.21
H  0.33  -2.90  -3.47
H  -0.75  -4.34  -3.44
S  2.07  -0.51  -1.08
Sb  3.76  0.82  -0.33
C  5.20  0.87  -1.85
C  6.30  1.71  -1.71
C  7.27  1.73  -2.70
C  7.14  0.92  -3.81
C  6.04  0.08  -3.95
C  5.06  0.05  -2.96
C  3.24  2.83  -0.02
C  3.18  3.38  1.25
C  2.81  4.72  1.39
C  2.50  5.47  0.27
C  2.56  4.91  -1.00
C  2.94  3.58  -1.15
C  4.66  0.08  1.41
C  5.43  0.91  2.22
C  5.99  0.38  3.38
C  5.76  -0.94  3.72
C  5.00  -1.76  2.90
C  4.45  -1.25  1.73
H  6.40  2.35  -0.84
H  8.12  2.39  -2.60
H  7.89  0.93  -4.58
H  5.94  -0.55  -4.82
H  4.20  -0.60  -3.06
H  3.39  2.79  2.12
H  2.76  5.16  2.37
H  2.21  6.51  0.38
H  2.31  5.50  -1.87
H  2.99  3.14  -2.14
H  5.61  1.94  1.96
H  6.59  1.01  4.02
H  6.19  -1.34  4.63
H  4.82  -2.79  3.18
H  3.84  -1.89  1.10